# 1
Computed, not measured: a structure of composition C6H11N2 in a non-equilibrium geometry, with wB97M-V/def2-TZVPD.

Each line ends with the Mulliken charge.
Element x y z (Å)
C (-0.684, 1.546, 0.300)  -0.524
C (0.574, 1.354, -0.124)  -0.244
C (0.845, -1.014, -0.761)  -0.130
C (-1.820, 0.752, 0.094)  -0.516
C (-3.985, -0.762, 0.033)  -1.136
C (-2.832, 0.114, -0.110)  1.109
N (1.246, 0.161, -0.429)  -0.231
N (3.636, -0.312, 0.393)  -0.663
H (-0.849, 2.624, 0.657)  0.273
H (1.272, 2.200, 0.023)  0.303
H (1.523, -1.779, -1.025)  0.191
H (-3.825, -1.424, 0.776)  0.339
H (-4.899, -0.069, 0.347)  0.289
H (-4.350, -1.099, -0.976)  0.322
H (-0.196, -1.153, -0.864)  0.198
H (2.496, 0.177, 0.086)  0.467
H (3.734, -0.610, 1.376)  0.334
H (4.415, 0.362, 0.343)  0.337
H (3.698, -1.067, -0.137)  0.281

Computed properties:
**Net charge**: +1
**2S+1**: 1
**E**: -9370.360 eV
**Frontier orbital gap**: 8.1979 eV
**Highest occupied orbital energy**: -12.481 eV

***

# 2
Computed, not measured: the ion C25H24Br2Cl2N4O6PS with charge -1 in a non-equilibrium geometry, with wB97M-V/def2-TZVPD.

Each line ends with the Mulliken charge.
Element x y z (Å)
C (4.101, -1.446, 3.891)  -0.576
O (4.516, -2.092, 2.705)  -0.387
C (4.977, -1.221, 1.691)  -1.705
C (3.923, -0.274, 1.194)  -0.693
C (2.921, -0.780, 0.341)  0.985
N (3.052, -2.168, 0.017)  -0.187
C (1.874, 0.062, -0.147)  -0.565
C (1.979, 1.415, 0.245)  1.221
C (2.968, 1.930, 1.092)  -0.325
C (2.973, 3.380, 1.456)  -2.265
C (3.760, 4.210, 0.484)  0.147
O (4.883, 3.953, 0.178)  -0.461
C (3.930, 1.058, 1.577)  1.513
Cl (5.146, 1.658, 2.643)  -0.257
S (0.863, 2.601, -0.365)  -0.463
C (-0.549, 1.619, -0.561)  0.849
C (-1.719, 2.316, -0.328)  -0.184
C (-2.946, 1.715, -0.486)  -0.130
C (-4.129, 2.495, -0.076)  -1.066
Br (-4.791, 3.766, -1.311)  -0.131
C (-4.658, 2.378, 1.140)  0.386
C (-4.132, 1.420, 2.149)  -1.418
Br (-6.127, 3.477, 1.790)  -0.159
C (-2.975, 0.420, -1.021)  0.162
C (-4.380, -0.128, -1.138)  -0.849
O (-5.190, 0.532, -2.114)  -0.251
O (-4.312, 1.163, -3.071)  -0.416
C (-1.763, -0.279, -1.338)  0.225
P (-2.119, -1.865, -2.243)  1.232
N (-3.132, -1.648, -3.395)  -0.976
O (-2.575, -2.873, -1.097)  -0.545
O (-0.956, -2.752, -2.896)  -0.470
C (-0.512, 0.298, -0.968)  -0.201
N (0.778, -0.339, -1.041)  0.151
C (0.725, -1.752, -1.295)  -0.199
C (0.106, -2.620, -0.424)  0.869
C (0.174, -3.978, -0.705)  -0.895
N (0.810, -4.488, -1.759)  -0.611
C (1.403, -3.624, -2.588)  -0.382
C (1.390, -2.252, -2.398)  -1.071
H (4.898, -0.837, 4.305)  0.264
H (3.859, -2.226, 4.598)  0.275
H (3.205, -0.851, 3.730)  0.259
H (5.252, -1.881, 0.883)  0.432
H (5.878, -0.691, 1.977)  0.616
H (3.843, -2.342, -0.582)  0.279
H (3.154, -2.718, 0.858)  0.307
H (3.454, 3.513, 2.417)  0.600
H (1.971, 3.770, 1.561)  0.602
H (3.275, 5.100, 0.064)  0.360
H (-1.688, 3.332, 0.025)  0.537
H (-3.098, 1.139, 1.982)  0.257
H (-4.195, 1.882, 3.128)  0.474
H (-4.752, 0.528, 2.187)  0.330
H (-4.442, -1.190, -1.286)  0.453
H (-4.846, 0.090, -0.183)  0.409
H (-4.919, 1.818, -3.434)  0.376
H (-3.424, -0.698, -3.557)  0.373
H (-2.721, -3.734, -1.513)  0.388
H (-0.550, -2.223, -3.589)  0.379
H (-0.397, -2.251, 0.453)  0.504
H (-0.293, -4.678, -0.032)  0.502
H (1.907, -4.036, -3.446)  0.433
H (1.900, -1.591, -3.077)  0.493
Cl (-7.558, 5.493, 2.700)  -0.807

Computed properties:
**Net charge**: -1
**2S+1**: 1
**E**: -229811.416 eV
**Frontier orbital gap**: 5.9734 eV
**Highest occupied orbital energy**: -4.263 eV

***

# 3
Computed, not measured: a structure of composition C5H8O2, with wB97M-V/def2-TZVPD.

Each line ends with the Mulliken charge.
Element x y z (Å)
C (0.706, -0.787, -0.457)  -0.580
C (-0.148, 0.097, 0.432)  0.821
C (0.180, 1.360, 1.140)  -0.855
C (-0.318, 0.145, 1.904)  -0.642
O (-1.269, 0.017, -0.444)  -0.476
C (-0.499, -0.663, -1.414)  0.116
O (-0.290, 0.186, -2.505)  -0.494
H (1.632, -0.342, -0.830)  0.282
H (0.367, -0.230, -3.077)  0.304
H (0.890, -1.790, -0.063)  0.248
H (1.222, 1.651, 1.242)  0.257
H (-0.518, 2.181, 0.999)  0.222
H (0.385, -0.403, 2.526)  0.243
H (-1.339, 0.171, 2.275)  0.240
H (-1.000, -1.590, -1.729)  0.314

Computed properties:
**2S+1**: 1
**E**: -9407.696 eV
**Frontier orbital gap**: 10.2983 eV
**Highest occupied orbital energy**: -9.392 eV

***

# 4
Computed, not measured: a structure of composition C27H36N3O10P3S5Ti in a non-equilibrium geometry, with wB97M-V/def2-TZVPD.

Each line ends with the Mulliken charge.
Element x y z (Å)
Ti (1.253, -2.007, 0.266)  0.884
N (-2.140, -4.110, -1.276)  -0.657
C (-1.926, -4.176, 0.182)  1.197
C (-2.939, -5.068, 0.910)  -2.103
P (-0.228, -4.884, 0.347)  0.942
O (0.049, -4.791, 1.931)  -0.637
O (-0.287, -6.280, -0.136)  -0.865
O (0.726, -3.897, -0.319)  -0.598
P (-2.001, -2.488, 0.862)  0.942
O (-3.216, -1.893, -0.038)  -0.656
O (-2.386, -2.461, 2.306)  -1.083
O (-0.747, -1.703, 0.499)  0.737
H (-2.000, -5.042, -1.656)  0.312
H (-0.282, -2.812, -2.196)  -0.021
H (-3.087, -3.811, -1.477)  0.223
H (-2.878, -6.077, 0.499)  0.457
H (-3.953, -4.679, 0.770)  0.421
H (-2.731, -5.103, 1.978)  0.327
H (0.793, -4.182, 2.107)  0.422
H (-3.453, -0.999, 0.238)  0.362
O (2.081, -2.784, 1.826)  -0.645
C (2.979, -2.305, 2.641)  -1.190
C (3.521, -1.013, 2.546)  1.143
C (4.530, -0.599, 3.439)  -0.679
C (5.087, 0.655, 3.338)  -0.418
C (4.688, 1.575, 2.362)  -0.704
C (3.688, 1.195, 1.490)  -0.169
C (3.083, -0.063, 1.562)  0.076
O (2.090, -0.358, 0.744)  -0.120
N (6.130, 1.038, 4.279)  1.024
O (6.480, 0.234, 5.133)  -0.660
O (6.611, 2.161, 4.189)  -0.673
H (3.302, -2.966, 3.442)  0.239
H (4.874, -1.272, 4.211)  0.517
H (5.154, 2.546, 2.306)  0.516
H (3.342, 1.873, 0.720)  0.210
S (3.756, -2.442, -7.007)  -0.338
C (3.152, -2.362, -5.463)  0.145
S (1.535, -1.949, -5.085)  -0.098
C (1.666, -2.023, -3.344)  -0.051
C (2.877, -2.341, -2.819)  0.140
S (3.371, -2.492, -1.190)  -0.515
S (4.102, -2.633, -4.049)  -0.147
S (0.273, -1.591, -2.374)  -0.042
N (-0.686, -1.178, 3.897)  -0.030
C (0.192, -0.499, 4.241)  -0.379
H (-1.352, -1.740, 3.301)  0.474
C (1.385, 3.375, -1.257)  -1.865
C (0.004, 3.050, -1.831)  2.041
C (-0.742, 4.342, -2.160)  -1.959
C (0.205, 2.261, -3.133)  -1.785
P (-0.826, 1.817, -0.672)  0.824
C (-2.542, 1.788, -1.357)  0.448
C (-2.917, 0.590, -1.966)  -0.614
C (-4.188, 0.418, -2.505)  -0.528
C (-5.114, 1.446, -2.437)  -0.587
C (-4.760, 2.648, -1.835)  -0.757
C (-3.490, 2.815, -1.306)  -0.227
C (-1.029, 2.554, 1.051)  2.192
C (-2.146, 1.730, 1.709)  -1.927
C (-1.322, 4.045, 1.213)  -1.907
C (0.270, 2.230, 1.804)  -1.695
H (1.986, 3.886, -2.016)  0.616
H (1.911, 2.462, -0.966)  0.182
H (1.323, 4.029, -0.385)  0.274
H (-0.127, 4.951, -2.833)  0.534
H (-0.956, 4.940, -1.275)  0.254
H (-1.683, 4.137, -2.672)  0.376
H (0.711, 2.895, -3.870)  0.537
H (-0.747, 1.939, -3.561)  0.301
H (0.818, 1.374, -2.967)  0.222
H (-2.207, -0.227, -2.003)  0.472
H (-4.449, -0.528, -2.961)  0.451
H (-6.109, 1.315, -2.847)  0.362
H (-5.478, 3.458, -1.777)  0.421
H (-3.235, 3.761, -0.849)  0.188
H (-3.131, 1.966, 1.299)  0.311
H (-2.159, 1.933, 2.783)  0.546
H (-1.960, 0.658, 1.589)  0.332
H (-2.255, 4.355, 0.740)  0.234
H (-0.512, 4.660, 0.818)  0.322
H (-1.407, 4.269, 2.282)  0.521
H (0.516, 1.172, 1.739)  -0.186
H (0.152, 2.485, 2.861)  0.611
H (1.121, 2.794, 1.418)  0.238

Computed properties:
**Net charge**: -2
**2S+1**: 1
**E**: -158696.328 eV
**Frontier orbital gap (alpha / beta)**: 4.4801 / 4.5232 eV
**Highest occupied orbital energy (alpha / beta)**: -0.754 / -0.797 eV

***

Which of these has the lowest E? C25H24Br2Cl2N4O6PS